[1]
Computed, not measured: a cluster of 14 separate species, C78H184N14O22 in total, with ωB97M-V/def2-TZVPD.

Computed properties:
Spin multiplicity ... 1
Kohn-Sham gap ... 8.148 eV
Net charge ... 0
DFT total energy ... -5503.3530 Eh

The geometry in XYZ format:
```
298
Properties=species:S:1:pos:R:3:mulliken_charge:R:1
C -7.20549 -14.75694 30.49102 0.778
C -8.16746 -15.53305 29.58460 -0.468
C -9.59644 -14.98523 29.59331 -0.281
C -9.79265 -13.57055 29.33552 0.058
N -9.96159 -12.44068 29.21201 -0.519
H -7.13869 -13.72903 30.13482 -0.561
H -6.22004 -15.22817 30.43400 0.344
H -7.37953 -14.75343 31.56731 -0.235
H -8.14588 -16.59197 29.83626 0.097
H -7.77011 -15.41691 28.57495 0.263
H -10.13458 -15.20018 30.52146 -0.058
H -10.18202 -15.46162 28.79910 0.549
C -7.23475 -6.14008 28.51002 -1.592
C -7.07867 -6.78544 29.88712 0.613
C -5.78878 -7.59449 29.92435 0.701
C -5.27431 -7.97764 31.24216 -0.520
N -4.89628 -8.22398 32.29809 0.064
H -7.15400 -6.91295 27.75071 0.184
H -6.41133 -5.42587 28.53430 0.438
H -8.20992 -5.68328 28.35066 0.406
H -7.90334 -7.46650 30.10564 -0.334
H -7.10577 -6.02427 30.66803 0.473
H -4.93744 -7.07067 29.47374 0.576
H -5.77748 -8.55200 29.39293 -0.801
C -5.29491 -14.91740 40.87112 -0.643
O -5.89924 -14.35475 39.68794 -0.360
C -5.08465 -14.32475 38.55668 -0.387
C -4.94327 -12.91832 37.90411 -0.779
N -6.11576 -12.46595 37.17046 0.345
C -7.42032 -12.75686 37.76923 -0.845
C -8.58865 -12.16042 36.99443 -0.108
O -8.60048 -10.74677 37.26529 -0.355
C -9.53987 -10.01841 36.48119 -0.417
H -5.64884 -15.94701 40.95169 0.263
H -5.77138 -14.42672 41.71852 0.247
H -4.21981 -14.77087 40.82031 0.267
H -5.46600 -14.88972 37.69624 0.234
H -4.07141 -14.65040 38.80530 0.251
H -4.06597 -12.88365 37.25103 0.482
H -4.73923 -12.17663 38.69160 0.329
H -6.05834 -11.45326 37.22886 -0.068
H -7.50607 -12.39348 38.79921 0.301
H -7.61555 -13.82996 37.79768 0.586
H -9.42627 -12.64944 37.49939 0.395
H -8.57453 -12.30738 35.91457 -0.244
H -9.40051 -8.93755 36.45304 0.211
H -10.54966 -10.22706 36.83955 0.327
H -9.34785 -10.35420 35.45529 -0.044
C -3.00465 -19.31317 38.66713 -0.701
O -2.17690 -19.78112 37.62403 -0.410
C -2.09449 -18.89258 36.54220 -0.350
C -1.48698 -19.61644 35.33423 -0.051
N -2.50246 -20.59814 34.86628 0.038
C -2.00371 -21.78952 34.21964 -0.696
C -3.07826 -22.88167 34.21095 -0.579
O -3.32309 -23.53406 35.44971 -0.373
C -2.21890 -24.08656 36.11938 -0.631
H -3.49956 -20.08796 39.24677 0.302
H -3.73851 -18.56804 38.34302 0.250
H -2.43427 -18.72605 39.39799 0.292
H -1.54333 -17.95968 36.71470 0.218
H -3.12306 -18.58510 36.31416 0.310
H -0.59955 -20.19612 35.60416 0.397
H -1.27745 -18.91223 34.53115 -0.213
H -3.00669 -20.91729 35.68861 0.244
H -1.17481 -22.20887 34.81217 0.415
H -1.65511 -21.58787 33.20540 0.283
H -2.97553 -23.65968 33.45364 0.468
H -3.93719 -22.24939 33.96720 0.119
H -2.53753 -24.63839 36.99942 0.267
H -1.43443 -23.37428 36.38977 0.224
H -1.72690 -24.80548 35.44904 0.303
C -1.37817 -14.83220 36.80027 -1.161
O -1.23189 -13.87780 37.81503 0.035
C -0.07275 -13.09452 37.78351 -0.681
C 0.08252 -12.41603 39.15409 -0.645
N 0.27239 -13.38190 40.23081 -0.375
C -0.16029 -12.82879 41.50256 -0.468
C 0.12546 -13.77271 42.68479 -0.650
O -1.14913 -14.23567 43.10910 -0.259
C -1.06406 -15.14620 44.20384 -0.800
H -0.65053 -15.63855 36.97462 0.403
H -1.15008 -14.43059 35.80720 0.482
H -2.36004 -15.29785 36.85740 0.212
H -0.21725 -12.26563 37.07334 0.324
H 0.83527 -13.55008 37.37476 0.414
H -0.73974 -11.71046 39.32421 0.310
H 0.96057 -11.76250 39.14271 0.348
H -0.18001 -14.26268 40.02955 0.239
H -1.24324 -12.66486 41.47729 0.328
H 0.30964 -11.88525 41.78484 0.279
H 0.65586 -13.21336 43.46273 0.387
H 0.73176 -14.64215 42.40974 0.397
H -0.79398 -16.15524 43.87275 0.300
H -1.99935 -15.13519 44.75202 0.244
H -0.21266 -14.93870 44.86051 0.328
C -0.11780 -11.31649 25.47680 -0.932
O -1.22401 -11.37943 26.34921 0.017
C -2.43131 -11.17353 25.62970 -0.911
C -3.57215 -11.74216 26.50117 -0.700
N -3.73907 -10.85650 27.64747 0.106
C -4.82850 -11.25548 28.53719 0.201
C -6.24657 -11.15430 27.90450 -0.094
O -6.51524 -9.85866 27.41363 -0.386
C -7.84478 -9.45612 27.62654 -1.187
H 0.04985 -12.25595 24.93342 0.364
H 0.81724 -11.34020 26.04699 0.117
H -0.09106 -10.42230 24.85440 0.371
H -2.33021 -11.74423 24.69575 0.462
H -2.69446 -10.17894 25.25080 0.351
H -3.49851 -12.80914 26.71050 0.279
H -4.47720 -11.73217 25.86762 0.464
H -4.08341 -10.00366 27.21103 0.451
H -4.83145 -10.65546 29.44860 -0.735
H -4.77586 -12.29851 28.85860 0.013
H -6.92365 -11.36982 28.74223 -0.295
H -6.43224 -11.96230 27.19003 0.676
H -8.53233 -10.20215 27.20027 0.430
H -8.08856 -8.58942 27.01678 0.389
H -8.19986 -9.38134 28.65822 0.420
C -4.09976 -20.35299 25.24031 -0.739
O -2.95110 -20.11125 26.04528 -0.356
C -3.34471 -19.84606 27.37474 -0.435
C -2.25231 -19.13964 28.14331 0.045
N -1.52443 -18.18676 27.27151 -0.312
C -0.36624 -17.58248 27.90790 2.446
C 0.49274 -16.77379 26.94699 -0.563
O 0.66196 -17.47977 25.70716 -0.423
C 1.53109 -16.72614 24.89781 -0.679
H -4.45179 -21.38477 25.42110 0.321
H -3.79495 -20.53161 24.21016 0.340
H -4.96205 -19.72820 25.46083 0.203
H -3.58734 -20.85373 27.74027 0.378
H -4.28225 -19.28811 27.50328 -0.040
H -1.55728 -19.87502 28.55839 0.171
H -2.60552 -18.54290 28.99220 0.135
H -2.17281 -17.40092 27.24565 0.367
H 0.24847 -18.31673 28.43305 -1.496
H -0.60820 -16.81612 28.66683 -0.489
H 1.47835 -16.62645 27.39977 0.463
H 0.06273 -15.79554 26.71009 0.176
H 1.14802 -15.70458 24.78356 0.206
H 1.58128 -17.14050 23.88993 0.302
H 2.56547 -16.67169 25.25512 0.286
C -13.60418 -11.73540 34.85663 -0.811
O -12.42295 -12.36738 34.40365 -0.242
C -12.12233 -12.08966 33.05043 -0.861
C -10.80935 -12.89190 32.81882 1.260
N -10.89607 -14.34892 32.78562 -0.301
C -9.76184 -14.98250 33.44334 -0.013
C -9.77253 -16.51553 33.46177 -0.300
O -11.00487 -16.89058 34.00570 -0.352
C -11.10761 -18.26301 34.27489 -0.824
H -14.44103 -12.00534 34.20746 0.315
H -13.51763 -10.64046 34.83136 0.252
H -13.67719 -11.98920 35.91206 0.278
H -12.02820 -11.01738 32.85115 0.368
H -12.95109 -12.41194 32.40672 0.426
H -10.17005 -12.51528 33.63097 -0.741
H -10.27033 -12.49828 31.95242 -0.488
H -11.70065 -14.54715 33.37560 0.426
H -9.68365 -14.65835 34.49324 0.456
H -8.80616 -14.59098 33.08336 -0.181
H -8.94189 -16.94608 34.03077 0.025
H -9.75287 -16.90959 32.43246 0.264
H -10.84239 -18.88573 33.40920 0.301
H -12.15818 -18.51417 34.41801 0.290
H -10.49915 -18.60670 35.11517 0.298
C 1.91181 -17.37200 33.33143 -0.706
O 2.25004 -17.54797 31.96943 -0.492
C 1.29396 -18.38169 31.30922 0.671
C 1.84407 -18.64991 29.88287 -0.871
N 3.22354 -19.14820 29.97657 -0.362
C 3.31916 -20.55492 30.35252 -0.191
C 4.71939 -20.88435 30.89506 -0.818
O 4.62317 -21.01509 32.30922 -0.245
C 5.85111 -21.27634 32.91391 -0.845
H 0.96923 -16.85253 33.52412 0.178
H 2.71402 -16.76117 33.74603 0.352
H 1.92519 -18.32472 33.86809 0.318
H 0.39031 -17.76529 31.26233 -0.251
H 1.13743 -19.29191 31.89327 0.388
H 1.83200 -17.68214 29.37801 -0.229
H 1.20924 -19.33232 29.31665 0.383
H 3.60246 -18.52993 30.68675 0.413
H 3.12043 -21.16630 29.47053 0.330
H 2.54916 -20.80576 31.09101 0.186
H 5.50005 -20.27676 30.43510 0.410
H 4.86991 -21.85898 30.41366 0.378
H 5.73927 -21.40725 33.98846 0.256
H 6.57343 -20.45833 32.76321 0.334
H 6.47317 -22.10259 32.54166 0.326
C -2.07856 -9.67918 31.26194 -0.542
O -1.61634 -10.74558 30.45609 -0.218
C -1.56008 -11.95853 31.18193 -1.255
C -2.05416 -13.11342 30.29055 0.417
N -1.63892 -13.11017 28.87250 0.488
C -0.31766 -13.69445 28.61277 0.703
C 0.83236 -12.87624 29.16577 -1.517
O 0.69562 -11.51365 28.81953 -0.060
C 1.84325 -10.74003 29.10207 -1.028
H -2.30387 -8.74079 30.76105 0.355
H -1.22860 -9.38881 31.90637 0.357
H -2.81217 -9.96498 32.01888 -0.198
H -2.15626 -11.98271 32.09890 0.786
H -0.50785 -12.02505 31.48088 0.248
H -3.14455 -13.08263 30.33756 -0.533
H -1.80273 -14.09893 30.70731 0.001
H -2.20160 -13.83522 28.43046 0.238
H -0.19077 -13.73676 27.52949 0.314
H -0.14040 -14.69365 29.04709 -0.593
H 1.79136 -13.23487 28.76087 0.724
H 1.00828 -13.02573 30.23883 0.347
H 2.61020 -11.16390 29.75405 0.421
H 1.50533 -9.83701 29.62111 0.222
H 2.23075 -10.42673 28.12874 0.259
C -2.61094 -17.73785 31.70751 1.272
O -3.38655 -17.11461 32.72838 -0.145
C -3.30254 -15.68331 32.68526 0.051
C -4.32966 -14.95750 33.55439 -0.586
N -4.46116 -13.57189 33.10612 0.589
C -5.52389 -12.82727 33.84039 0.657
C -5.57498 -11.38969 33.33458 0.592
O -6.00482 -11.40637 31.97030 1.540
C -7.39724 -11.44177 31.87261 1.390
H -3.32798 -18.46857 31.33185 -1.181
H -1.72005 -18.14298 32.19421 -0.106
H -2.21140 -17.15706 30.86961 -0.157
H -3.39172 -15.48324 31.61398 -0.086
H -2.34070 -15.24982 32.98463 0.118
H -3.95962 -14.91289 34.58506 0.107
H -5.28450 -15.49625 33.63319 0.344
H -4.87869 -13.69057 32.18002 -0.405
H -5.09544 -12.87642 34.84816 -0.397
H -6.42834 -13.43501 33.95565 -0.476
H -4.63910 -10.83847 33.33522 -1.462
H -6.20817 -10.93909 34.10796 0.260
H -7.77639 -10.96272 30.95659 -0.905
H -7.97172 -10.84788 32.59058 -0.164
H -7.90016 -12.40359 31.72351 -1.105
C -7.04000 -7.40997 37.69231 -0.919
O -7.33906 -7.73496 36.33605 0.035
C -7.61884 -6.60846 35.49939 -0.893
C -7.44879 -6.96040 34.03054 -0.433
N -8.58181 -7.75138 33.50945 0.816
C -9.73807 -6.94356 33.19662 -0.843
C -10.96230 -7.80071 32.81861 -0.294
O -10.91677 -8.13912 31.44738 -0.533
C -9.99886 -9.14828 31.07924 0.619
H -7.95704 -7.41487 38.28429 0.258
H -6.58827 -6.41716 37.75417 0.417
H -6.33332 -8.17389 38.00520 0.211
H -6.89933 -5.83712 35.79326 0.720
H -8.63596 -6.27493 35.72740 0.217
H -6.55624 -7.58220 33.93034 -0.152
H -7.23614 -6.03010 33.49993 0.406
H -8.73825 -8.35382 34.31387 -0.545
H -9.49956 -6.20313 32.43239 0.247
H -9.99942 -6.38506 34.11229 0.522
H -11.79367 -7.12138 33.00476 0.399
H -11.04513 -8.73401 33.38374 0.013
H -10.33315 -10.05969 31.59560 -0.259
H -8.97255 -8.90070 31.34422 -0.305
H -10.20356 -9.39232 30.03759 0.259
C -7.79205 -18.02339 26.56534 -0.134
O -8.44320 -19.10486 27.19284 -0.439
C -7.54227 -19.93708 27.92038 -0.716
C -6.95142 -19.37977 29.24652 0.119
N -5.72365 -20.16880 29.57901 -0.003
C -4.96586 -19.57884 30.67187 -1.662
C -5.35849 -19.95358 32.12241 0.402
O -6.53651 -19.22856 32.43809 -0.066
C -6.87482 -19.26947 33.81235 -0.339
H -8.14282 -17.14962 27.13018 -0.199
H -8.11652 -17.93689 25.52825 0.347
H -6.70275 -17.97515 26.65031 0.140
H -6.81966 -20.38842 27.23665 0.365
H -8.16151 -20.78937 28.21705 0.364
H -7.56632 -19.50787 30.14020 0.487
H -6.74810 -18.31055 29.15883 -0.130
H -6.18165 -20.97845 29.99149 0.421
H -4.77450 -18.50456 30.70003 0.491
H -3.96532 -20.01031 30.52885 0.136
H -4.58765 -19.65737 32.84012 -0.177
H -5.51961 -21.03845 32.18278 0.404
H -6.03965 -19.48032 34.48496 0.151
H -7.58073 -20.10189 33.91464 0.358
H -7.37986 -18.36480 34.14218 -0.153
N -2.84352 -7.57830 34.88031 0.235
C -2.96662 -8.85546 35.36967 -0.477
C -2.33094 -8.88297 36.59850 -0.621
C -1.60460 -7.65431 36.73128 -0.663
C -2.11450 -6.83120 35.74514 -0.637
H -3.44649 -7.19565 34.17021 0.159
H -3.49547 -9.64398 34.86392 0.558
H -2.23173 -9.74553 37.23974 0.580
H -0.92313 -7.44896 37.53924 0.404
H -1.93668 -5.77678 35.60794 0.426
```

=====

[2]
Computed, not measured: a structure of composition C4H10OS, with ωB97M-V/def2-TZVPD.

Computed properties:
Spin multiplicity ... 1
Kohn-Sham gap ... 9.876 eV
Net charge ... 0
DFT total energy ... -631.6931 Eh

The geometry in XYZ format:
```
16
Properties=species:S:1:pos:R:3:mulliken_charge:R:1
C -0.94583 0.16986 -0.18808 0.538
C -1.47253 1.23228 0.69365 -1.163
C -1.78490 -0.59605 -0.97243 -0.761
C 1.19415 -1.34134 0.84807 -0.931
O 1.39548 1.44691 0.35552 -0.535
S 0.96007 0.18264 -0.23865 0.467
H -1.73394 1.01204 1.70336 0.284
H -0.65105 2.08542 0.82361 0.294
H -2.45862 1.61154 0.31361 0.314
H -2.81554 -0.43011 -1.24142 0.304
H 2.66499 0.84971 -2.19431 0.013
H -1.41074 -1.52813 -1.38860 0.215
H 2.27728 -1.36397 1.22845 0.292
H 0.60774 -1.35196 1.75108 0.338
H 0.98788 -2.32507 0.40567 0.348
H 3.18557 0.34623 -1.89951 -0.017
```

=====

no.,HOMO (eV)
1,-7.905
2,-9.076